1.
14
Properties=species:S:1:pos:R:3 method="wB97M-V/def2-TZVPD" smiles="C=C(F)[C@@H]1O[C@@H]1C" max_force_ev_per_a=5.61 gap_ev=10.44 relative_energy_kj_mol=343.6 lumo_ha=0.0317
C 1.5740 0.9940 -0.0268
C 1.3198 -0.4687 -0.0051
C -0.1061 -1.0409 -0.0040
C -1.1928 -0.0609 0.2125
C -2.4887 -0.0803 -0.1150
H 0.6419 1.7219 0.2319
H 2.6062 1.4159 0.4502
H 1.7047 1.1150 -1.1932
H 1.9512 -1.1009 -0.5150
H -0.2265 -1.9248 -0.8316
H -2.6323 -0.8628 -0.9425
H -2.9987 0.8723 0.1943
O 0.6794 -1.2508 1.2761
F -0.8322 0.6711 1.2682

=====

2.
10
Properties=species:S:1:pos:R:3 method="wB97M-V/def2-TZVPD" max_force_ev_per_a=1.61 gap_ev="8.59 / 7.76" relative_energy_kj_mol=426.7 lumo_ha="0.0078 / -0.0310"
C 0.6215 -1.4117 -1.0298
C 0.7109 -0.3146 -0.0845
C -1.3277 1.4852 0.9524
S 0.6617 -1.9151 0.7580
Br 2.0881 0.9301 -0.2344
H -0.2944 -1.7626 -1.5363
H 1.4768 -1.5586 -1.6484
H -2.2551 0.9244 0.8706
H -0.7300 1.6039 0.0951
H -0.9519 2.0190 1.8574

=====

3.
48
Properties=species:S:1:pos:R:3 method="wB97M-V/def2-TZVPD" max_force_ev_per_a=4.42 total_charge=-3 gap_ev=2.16 relative_energy_kj_mol=108.5 lumo_ha=0.1595
Ba 0.9397 0.7169 -1.7189
C 4.8000 -1.0969 -0.5318
C 3.6106 -1.2678 -1.4722
C 3.9997 -2.2747 -2.5873
O 2.4878 -1.5349 -0.7938
H 4.6482 -0.3567 0.2565
H 5.6530 -0.5573 -1.0056
H 5.2313 -2.0400 -0.1962
H 3.5157 -0.3332 -2.0975
H 3.0908 -2.4978 -3.1733
H 4.2413 -3.2648 -2.1878
H 4.6724 -1.9160 -3.3771
C -2.4363 0.4071 1.2302
C -3.0908 0.5959 2.4825
C -2.5143 -0.2875 3.6818
O -2.8050 0.0832 4.8230
C -1.5146 -1.2688 3.4042
C -1.0123 -1.4708 2.1080
C -1.5246 -0.6023 0.9673
O -1.1143 -0.7840 -0.2368
O -0.1292 -2.3307 1.9072
O -3.7865 1.5472 2.8382
H -2.7503 1.0108 0.3757
H -1.0946 -1.7936 4.2498
C 0.8494 3.2153 2.5106
C 1.0320 3.3795 3.9123
C 1.9589 2.4484 4.6931
O 2.1074 2.6004 5.9285
C 2.6314 1.4242 4.0102
C 2.5548 1.3079 2.6028
C 1.5004 2.1814 1.8503
O 1.2085 1.9126 0.6362
O 3.1912 0.4676 1.9483
O 0.3551 4.2244 4.5137
H 0.1602 3.8193 1.9376
H 3.3715 0.8308 4.5300
C -4.4998 -0.2707 -5.1372
C -3.6598 -1.2630 -4.3296
C -3.4500 -0.7867 -2.8974
C -2.4528 0.2862 -2.8746
N -1.6948 1.1471 -2.8099
H -4.6355 -0.6786 -6.1405
H -3.9261 0.6502 -5.2828
H -5.4344 0.0125 -4.6580
H -2.7455 -1.5239 -4.8652
H -4.1856 -2.2240 -4.3438
H -2.9952 -1.4957 -2.1950
H -4.3589 -0.3483 -2.4856